# 1
Molecular formula: C18H30BF3N4O6S2Ta
Method: DFT, ωB97M-V/def2-TZVPD

## Properties
charge: -1
energy: -2552.32934 Eh
2S+1: 1

Element x y z (Å)
C: 3.27 1.22 2.11
C: 3.45 -0.16 2.74
N: 2.56 -1.22 2.17
C: 3.36 -2.22 1.44
C: 3.99 -1.61 0.18
C: 1.79 -1.77 3.20
S: 1.85 -3.30 3.74
S: 0.74 -0.58 4.03
C: -0.94 -0.91 3.38
C: -1.06 -1.40 1.93
C: -2.29 -0.80 1.19
Ta: -1.85 0.24 -0.81
C: -0.09 1.25 0.15
C: -0.43 2.02 1.45
C: -0.30 3.50 1.27
F: -1.08 4.01 0.29
F: -0.61 4.18 2.42
F: 0.99 3.85 0.97
N: -3.14 1.87 -0.15
C: -4.31 1.69 -0.40
O: -5.39 1.79 -0.83
N: -3.62 -0.75 -1.66
C: -3.56 -0.81 -2.86
O: -3.46 -1.03 -4.00
B: -0.63 -1.70 -1.41
O: 0.76 -1.77 -1.35
O: -1.26 -2.86 -1.87
C: -1.91 -3.65 -0.89
N: -1.45 1.08 -2.76
C: -1.75 2.45 -2.93
C: -0.62 3.45 -3.03
O: -2.89 2.82 -3.04
C: -0.19 0.70 -3.32
C: -0.29 -0.08 -4.61
O: 0.88 0.98 -2.85
H: 2.60 1.85 2.68
H: 2.88 1.15 1.11
H: 4.25 1.69 2.02
H: 4.48 -0.47 2.63
H: 3.27 -0.06 3.80
H: 4.16 -2.60 2.08
H: 2.74 -3.05 1.16
H: 3.86 -0.53 0.13
H: 3.50 -1.99 -0.71
H: 5.05 -1.82 0.13
H: -1.45 0.04 3.48
H: -1.40 -1.61 4.07
H: -0.11 -1.24 1.43
H: -1.22 -2.48 1.99
H: -3.03 -1.59 1.04
H: -2.76 -0.06 1.82
H: 0.42 1.95 -0.51
H: 0.66 0.50 0.40
H: -1.43 1.81 1.81
H: 0.29 1.77 2.23
H: 1.01 -2.45 -0.71
H: -2.87 -3.20 -0.62
H: -2.11 -4.63 -1.30
H: -1.32 -3.76 0.02
H: 0.19 3.23 -2.35
H: -0.22 3.38 -4.03
H: -1.05 4.42 -2.86
H: -1.29 -0.01 -5.03
H: 0.40 0.39 -5.30
H: 0.01 -1.11 -4.46

---

# 2
Molecular formula: C18H30Cl2N7O3Sc
Method: DFT, ωB97M-V/def2-TZVPD

## Properties
energy: -2994.02987 Eh
2S+1: 1

Element x y z (Å)
O: 0.33 0.53 -1.50
C: 0.22 0.22 -2.87
C: 1.05 1.29 -3.62
C: 1.09 2.61 -3.17
H: 0.62 2.88 -2.22
C: 1.75 3.58 -3.92
H: 1.74 4.62 -3.56
C: 2.39 3.24 -5.10
H: 2.87 4.00 -5.72
C: 2.42 1.89 -5.51
H: 2.93 1.61 -6.43
C: 1.79 0.92 -4.74
H: 1.83 -0.13 -5.02
H: 0.71 -0.76 -3.01
C: -1.82 1.42 -3.82
C: -1.17 0.05 -3.58
H: -2.82 1.27 -4.24
H: -1.24 2.01 -4.53
H: -1.92 1.96 -2.87
C: -2.04 -0.81 -2.75
C: -2.75 -0.36 -1.57
H: -2.21 -1.83 -3.08
H: -3.66 0.23 -1.79
H: -2.12 0.25 -0.89
H: -3.09 -1.25 -1.02
Sc: 1.17 0.81 0.19
Cl: 0.85 3.14 0.42
Cl: -0.91 -0.74 -5.17
C: -1.18 1.04 2.09
O: -0.25 0.33 1.62
N: -2.05 0.58 2.98
C: -1.83 -0.72 3.61
C: -3.16 1.39 3.45
H: -1.30 2.09 1.76
H: -1.27 -1.37 2.93
H: -2.80 -1.15 3.85
H: -1.26 -0.60 4.54
H: -3.37 2.17 2.71
H: -2.93 1.88 4.41
H: -4.04 0.76 3.59
H: 0.74 -4.34 1.15
H: 2.74 -5.15 -0.80
C: 0.37 -3.91 0.21
C: 2.18 -4.44 -1.42
N: 1.48 -3.45 -0.62
H: -0.29 -3.07 0.43
C: 1.95 -2.22 -0.46
O: 1.40 -1.40 0.33
H: 2.89 -3.91 -2.08
H: 2.84 -1.96 -1.06
H: -0.17 -4.69 -0.35
H: 1.47 -5.01 -2.03
N: 4.54 0.64 3.38
N: 4.34 1.07 2.09
N: 5.37 1.08 1.20
C: 4.71 1.03 0.03
N: 3.38 0.89 0.19
N: 3.16 0.85 1.52
H: 3.73 0.88 3.95
H: 5.42 1.00 3.74
H: 5.19 1.08 -0.93

---

# 3
Molecular formula: C18H30N4O2P
Method: DFT, ωB97M-V/def2-TZVPD

## Properties
charge: -1
energy: -1414.70025 Eh
2S+1: 1

Element x y z (Å)
C: 2.17 -2.97 -0.01
O: 1.46 -3.71 -1.01
C: 0.68 -2.86 -1.84
C: -0.53 -3.64 -2.50
C: -1.54 -4.21 -1.43
C: -2.71 -3.22 -1.01
C: -2.40 -1.69 -1.20
N: -3.64 -0.93 -0.86
P: -3.17 0.69 -0.55
O: -2.60 0.94 0.87
H: 3.26 -2.82 -0.26
H: 2.12 -3.55 0.95
H: 1.74 -1.96 0.21
H: 0.29 -1.95 -1.32
H: 1.29 -2.48 -2.72
H: -0.06 -4.52 -3.03
H: -1.04 -3.02 -3.27
H: -2.04 -5.10 -1.92
H: -1.04 -4.62 -0.52
H: -2.88 -3.37 0.09
H: -3.65 -3.45 -1.58
H: -2.02 -1.41 -2.22
H: -1.61 -1.38 -0.44
H: -2.13 0.98 -1.50
H: -4.29 1.59 -0.70
N: -0.23 2.96 1.59
C: 0.70 3.73 0.95
C: 1.47 4.34 1.90
C: 0.99 3.92 3.17
C: -0.06 3.06 2.94
H: -0.94 2.39 1.13
H: 0.73 3.77 -0.13
H: 2.29 5.02 1.71
H: 1.37 4.21 4.13
H: -0.69 2.52 3.62
N: -4.35 4.70 2.62
C: -3.38 3.81 2.99
C: -3.98 2.63 3.34
C: -5.38 2.81 3.17
C: -5.58 4.09 2.72
H: -4.20 5.64 2.32
H: -2.34 4.10 2.97
H: -3.48 1.74 3.67
H: -6.15 2.08 3.35
H: -6.48 4.63 2.47
N: 7.02 -0.41 -2.47
C: 5.80 -0.68 -3.04
C: 5.38 -1.90 -2.57
C: 6.38 -2.38 -1.69
C: 7.38 -1.44 -1.65
H: 7.57 0.42 -2.64
H: 5.34 0.02 -3.72
H: 4.46 -2.39 -2.83
H: 6.37 -3.31 -1.14
H: 8.31 -1.41 -1.10

---

# 4
Molecular formula: C18H30N5OReS
Method: DFT, ωB97M-V/def2-TZVPD

## Properties
charge: +1
expectation value of S²: 0.762
energy: -1529.13182 Eh
2S+1: 2
ΔE to the lowest compared entry with this formula, charge and spin: 0.945 eV

Element x y z (Å)
Re: 1.22 -0.07 -0.87
C: 2.17 1.78 -4.34
C: 0.92 1.76 -3.50
C: -0.33 1.55 -4.33
O: 1.01 0.72 -2.51
H: 2.11 2.57 -5.10
H: 2.29 0.82 -4.85
H: 3.05 1.96 -3.72
H: 0.83 2.71 -2.98
H: -0.23 0.67 -4.96
H: -0.51 2.42 -4.97
H: -1.20 1.42 -3.68
C: 4.86 -3.74 1.27
N: 3.57 -3.17 0.87
C: 2.32 -3.71 1.14
C: 1.42 -2.87 0.58
N: 2.10 -1.83 -0.02
C: 3.39 -2.05 0.17
H: 4.89 -3.88 2.34
H: 5.65 -3.06 0.97
H: 5.01 -4.70 0.78
H: 2.19 -4.62 1.70
H: 0.34 -2.92 0.56
H: 4.19 -1.42 -0.18
N: 1.15 0.68 0.70
C: 1.00 1.64 1.72
C: 1.69 2.85 1.67
C: 1.52 3.78 2.68
C: 0.66 3.52 3.74
C: -0.02 2.32 3.79
C: 0.16 1.37 2.79
H: 2.34 3.03 0.83
H: 2.05 4.73 2.63
H: 0.52 4.26 4.53
H: -0.70 2.11 4.61
H: -0.36 0.42 2.82
C: -3.10 0.82 1.39
N: -2.43 0.45 0.14
C: -1.76 1.56 -0.52
C: -2.35 -0.82 -0.30
S: -1.12 -1.39 -1.34
N: -3.32 -1.67 0.10
C: -4.73 -1.25 0.17
C: -3.18 -3.12 -0.02
H: -2.40 1.38 2.00
H: -3.40 -0.06 1.95
H: -3.98 1.44 1.21
H: -2.49 2.19 -1.03
H: -1.04 1.19 -1.24
H: -1.24 2.16 0.22
H: -4.83 -0.21 -0.12
H: -5.14 -1.38 1.17
H: -5.31 -1.85 -0.53
H: -2.16 -3.43 0.20
H: -3.42 -3.46 -1.03
H: -3.86 -3.59 0.69